This record from the Open Molecules 2025 dataset describes a structure of composition C35H48ClF8NbO32P at a distorted geometry. The level of theory is wB97M-V/def2-TZVPD.

Output
HOMO energy: -4.81 eV
calculated total energy: -5427.76722 Ha
E_LUMO: 1.6555 eV

```
! RIJCOSX wB97M-V def2-TZVPD def2/J DEFGRID3
* xyz -1 1
C -0.7822 0.6080 6.6077
C -2.2154 0.5092 7.1087
O -3.0995 -0.1745 6.2672
C -2.6819 -1.5143 5.9162
Nb -2.2166 -1.9311 3.7332
Cl -2.3646 -4.3657 4.1376
C -4.4889 -1.9415 3.3659
O -5.1323 -3.2218 3.4192
C -5.6973 -3.6338 2.2106
C -4.7193 -4.3934 1.3282
C -2.0976 0.2381 3.2581
C -2.7086 0.6226 1.9662
O -3.8871 0.9340 1.8354
O -1.8011 0.6538 0.8932
C -2.2305 0.0523 -0.2872
C -1.4631 -1.1938 -0.6280
O -3.0943 0.5235 -0.9890
C 0.0391 -2.1810 4.0739
P 0.9249 -2.3383 2.5474
O 1.0431 -1.1207 1.7357
O 0.2685 -3.4899 1.6514
O 2.4149 -2.9079 2.8766
H -0.7311 0.8907 5.5648
H -0.2725 -0.3330 6.7713
H -0.2633 1.3748 7.1726
H -2.6036 1.5211 7.1765
H -2.2256 0.0826 8.1144
H -1.8908 -1.8767 6.5704
H -3.5324 -2.1507 6.1323
H -2.0754 -2.1970 1.9129
H -4.9443 -1.2611 4.0815
H -4.6348 -1.5216 2.3731
H -6.5025 -4.3207 2.4689
H -6.1580 -2.8139 1.6609
H -5.0595 -4.4287 0.2969
H -3.7498 -3.9106 1.3474
H -4.5834 -5.4026 1.6949
H -2.5519 0.8774 4.0048
H -1.0323 0.4783 3.2087
H -1.0379 -1.0607 -1.6144
H -0.6839 -1.3701 0.0971
H -2.1627 -2.0169 -0.6097
H 0.2876 -3.0822 4.6328
H 0.4843 -1.3327 4.5866
H -0.2204 -4.1283 2.1951
H 2.3174 -3.5903 3.5462
C -0.9011 4.8133 1.0367
C 0.2860 3.8791 1.1045
O 0.3138 3.5255 2.4703
C -0.9670 3.6107 2.9415
O -1.3437 3.1362 3.9518
O -1.7442 4.2996 2.0678
F 1.4500 4.5214 0.7877
H -0.6148 5.8388 1.2784
H -1.4077 4.7959 0.0756
H 0.1925 2.9775 0.4975
C 4.0298 4.3934 -1.4382
C 4.0542 4.8906 -2.8603
O 4.8693 6.0473 -2.7718
C 5.7306 5.8417 -1.7338
O 6.7165 6.4760 -1.5533
O 5.3225 4.8160 -0.9678
F 2.8176 5.2576 -3.3082
H 3.2506 4.8739 -0.8467
H 3.9170 3.3142 -1.3660
H 4.4937 4.1940 -3.5734
C -1.3877 -7.9347 0.3544
C -0.4739 -8.8511 1.1358
O 0.3133 -7.9376 1.8733
C -0.4419 -6.8116 2.0631
O -0.2013 -5.9579 2.8410
O -1.5143 -6.8210 1.2394
F 0.3316 -9.5861 0.3252
H -0.9262 -7.6103 -0.5793
H -2.3594 -8.3727 0.1432
H -0.9881 -9.5227 1.8255
C 2.9707 -1.8997 -0.6327
C 3.0723 -2.2643 -2.0940
O 2.7204 -1.0463 -2.7330
C 3.0655 -0.0374 -1.8863
O 3.1341 1.1046 -2.2047
O 3.3183 -0.5057 -0.6572
F 2.1849 -3.2259 -2.4526
H 1.9575 -2.0115 -0.2453
H 3.6541 -2.4612 -0.0025
H 4.0686 -2.5674 -2.4227
C -5.3986 -5.7922 8.3721
C -5.3891 -5.1524 7.0034
O -4.6105 -3.9920 7.2118
C -3.7397 -4.2669 8.2290
O -2.7771 -3.6445 8.5018
O -4.1352 -5.3883 8.8973
F -6.6396 -4.7943 6.6170
H -6.2009 -5.3898 8.9927
H -5.4758 -6.8761 8.3402
H -4.9291 -5.7525 6.2165
C 1.7436 4.9609 -6.3722
C 3.1605 4.8933 -6.8915
O 2.9758 5.0318 -8.2939
C 1.8393 5.7572 -8.4833
O 1.5287 6.2669 -9.5053
O 1.1156 5.8184 -7.3411
F 3.7451 3.6999 -6.6331
H 1.2615 3.9825 -6.3822
H 1.6793 5.3845 -5.3761
H 3.8132 5.6921 -6.5348
C 8.6259 4.6264 -5.7263
C 7.5758 5.3042 -4.8772
O 6.9042 4.2019 -4.2926
C 7.8084 3.1765 -4.2004
O 7.6662 2.2140 -3.5368
O 8.8891 3.4357 -4.9777
F 6.6946 6.0111 -5.6328
H 8.2356 4.3624 -6.7103
H 9.5298 5.2176 -5.8431
H 7.9679 5.9472 -4.0877
C -0.9675 3.1737 -10.1534
C -2.1055 3.8148 -9.3943
O -2.7951 2.6906 -8.8797
C -1.8829 1.6840 -8.7243
O -2.0596 0.7045 -8.0941
O -0.7399 1.9800 -9.3975
F -2.9344 4.5125 -10.2108
H -1.2579 2.9089 -11.1709
H -0.0749 3.7938 -10.1858
H -1.7947 4.4589 -8.5698
*
```